[1]
The following is a DFT calculation (ωB97M-V/def2-TZVPD) of a structure of composition C17H19N2OPtS4.

Properties
E_HOMO (alpha / beta) in eV: -2.36 / -2.65
<S²>: 2.019
LUMO (alpha / beta) in eV: 2.56 / 2.50
Orbital gap (alpha / beta) in Eh: 0.1810 / 0.1893

Structure (ORCA input):
```
! RIJCOSX wB97M-V def2-TZVPD def2/J DEFGRID3
* xyz -1 3
Pt -1.69 -0.89 -1.64
C 2.46 -1.55 -2.73
C 2.98 -0.25 -2.75
C 2.13 0.80 -2.49
C 0.78 0.57 -2.20
N 0.30 -0.72 -2.14
C 1.13 -1.73 -2.41
C -0.20 1.58 -1.91
C 0.07 2.95 -1.90
C -0.93 3.86 -1.65
C -2.22 3.41 -1.38
C -2.50 2.06 -1.37
C -1.51 1.11 -1.65
H 3.08 -2.41 -2.94
H 4.03 -0.08 -2.95
H 2.50 1.81 -2.51
H 0.71 -2.72 -2.35
H 1.07 3.31 -2.11
H -0.72 4.93 -1.67
H -3.01 4.13 -1.19
H -3.51 1.74 -1.17
S -3.97 -0.80 -1.31
S -4.94 -2.50 -1.00
S -3.24 -4.30 -1.36
S -1.56 -3.32 -1.65
O -1.61 -0.83 1.15
C -0.99 -0.23 1.99
C -1.13 -0.50 3.48
C 0.27 -0.89 4.00
C 1.14 -1.63 2.96
C 1.96 -0.72 2.03
C 1.13 0.08 1.02
N 0.00 0.69 1.69
H -1.81 -1.34 3.60
H -1.52 0.37 4.01
H 0.15 -1.54 4.87
H 0.81 0.00 4.34
H 0.51 -2.31 2.38
H 1.87 -2.25 3.50
H 2.68 -1.33 1.48
H 2.53 -0.02 2.66
H 0.72 -0.58 0.25
H 1.74 0.85 0.54
H 0.29 1.24 2.50
*
```



[2]
The following is a DFT calculation (ωB97M-V/def2-TZVPD) of the molecule C17H19N3O3S2.

Properties
E_HOMO in eV: -8.21
SMILES: COc1ccc(-n2ncc([C@H](C)NS(=O)(=O)c3cccs3)c2C)cc1
LUMO in eV: 0.59
Orbital gap in Eh: 0.3230
Energy above the lowest of the compared OMol25 structures with the same formula, charge and spin in kJ/mol: 334.31

Structure (ORCA input):
```
! RIJCOSX wB97M-V def2-TZVPD def2/J DEFGRID3
* xyz 0 1
C 0.23 -5.92 4.45
O 0.09 -6.09 3.06
C 0.16 -4.99 2.26
C 0.36 -3.69 2.71
C 0.42 -2.65 1.80
C 0.25 -2.88 0.45
N 0.30 -1.84 -0.50
N 0.90 -2.06 -1.67
C 0.81 -0.94 -2.35
C 0.11 0.04 -1.62
C -0.19 1.45 -1.99
C 0.24 1.80 -3.41
N 0.45 2.37 -1.05
S -0.44 3.25 0.03
O -1.83 2.94 -0.12
O 0.18 3.15 1.32
C -0.19 4.89 -0.59
C -1.07 5.64 -1.31
C -0.52 6.88 -1.69
C 0.76 7.03 -1.26
S 1.32 5.66 -0.37
C -0.20 -0.59 -0.42
C -1.00 -0.06 0.72
C 0.06 -4.19 0.00
C 0.02 -5.23 0.89
H 1.21 -5.51 4.71
H 0.13 -6.92 4.88
H -0.56 -5.28 4.86
H 0.50 -3.48 3.76
H 0.61 -1.65 2.17
H 1.23 -0.88 -3.33
H -1.26 1.65 -1.87
H 0.00 2.84 -3.63
H -0.27 1.16 -4.12
H 1.32 1.67 -3.52
H 1.32 2.03 -0.65
H -2.06 5.31 -1.53
H -1.05 7.62 -2.25
H 1.42 7.87 -1.40
H -1.50 -0.88 1.25
H -1.74 0.64 0.36
H -0.37 0.48 1.43
H -0.03 -4.36 -1.06
H -0.12 -6.24 0.56
*
```



[3]
The following is a DFT calculation (ωB97M-V/def2-TZVPD) of the molecule C17H19N3O4.

Properties
E_HOMO in eV: -8.44
SMILES: CCOC(=O)c1c(C)[nH]c(C(=O)N/N=C\c2ccccc2O)c1C
LUMO in eV: 0.35
Orbital gap in Eh: 0.3228
Energy above the lowest of the compared OMol25 structures with the same formula, charge and spin in kJ/mol: 211.73

Structure (ORCA input):
```
! RIJCOSX wB97M-V def2-TZVPD def2/J DEFGRID3
* xyz 0 1
C 0.65 3.25 -4.03
C 0.11 1.84 -4.23
O 0.36 1.02 -3.09
C 1.58 0.45 -3.01
O 2.42 0.60 -3.87
C 1.77 -0.37 -1.81
C 2.84 -1.25 -1.67
C 3.97 -1.56 -2.58
N 2.71 -1.85 -0.48
C 1.60 -1.40 0.18
C 1.36 -2.00 1.49
O 2.08 -2.88 1.92
N 0.26 -1.52 2.17
N -0.04 -1.98 3.40
C -1.05 -1.54 4.03
C -2.04 -0.54 3.60
C -2.33 0.53 4.44
C -3.22 1.52 4.05
C -3.84 1.44 2.82
C -3.60 0.36 1.99
C -2.71 -0.64 2.37
O -2.55 -1.69 1.52
C 0.97 -0.46 -0.63
C -0.27 0.30 -0.33
H 0.22 3.70 -3.13
H 0.39 3.87 -4.89
H 1.73 3.22 -3.93
H -0.98 1.85 -4.34
H 0.58 1.38 -5.11
H 4.91 -1.22 -2.14
H 4.05 -2.64 -2.73
H 3.83 -1.06 -3.53
H 3.31 -2.55 -0.07
H -0.26 -0.76 1.76
H -1.15 -1.94 5.04
H -1.83 0.59 5.40
H -3.42 2.35 4.71
H -4.53 2.21 2.51
H -4.09 0.27 1.03
H -2.03 -2.39 1.94
H -1.12 -0.37 -0.18
H -0.15 0.92 0.56
H -0.51 0.96 -1.16
*
```



[4]
The following is a DFT calculation (ωB97M-V/def2-TZVPD) of the molecule C17H19N3O5.

Properties
E_HOMO in eV: -8.23
SMILES: COc1ccc(CCNC(=O)Nc2ccc([N+](=O)[O-])cc2)cc1OC
LUMO in eV: -0.53
Orbital gap in Eh: 0.2832
Energy above the lowest of the compared OMol25 structures with the same formula, charge and spin in kJ/mol: 494.11

Structure (ORCA input):
```
! RIJCOSX wB97M-V def2-TZVPD def2/J DEFGRID3
* xyz 0 1
C 4.36 2.86 -1.73
O 3.14 2.73 -1.05
C 2.88 1.56 -0.41
C 3.72 0.46 -0.38
C 3.35 -0.69 0.31
C 2.14 -0.76 0.98
C 1.73 -2.03 1.67
C 1.17 -3.03 0.65
N -0.05 -2.51 0.09
C -0.97 -3.32 -0.48
O -0.88 -4.52 -0.56
N -2.07 -2.65 -1.04
C -2.66 -1.47 -0.68
C -2.44 -0.87 0.57
C -3.04 0.32 0.89
C -3.88 0.95 -0.04
N -4.48 2.21 0.29
O -4.12 2.75 1.31
O -5.30 2.66 -0.48
C -4.14 0.35 -1.27
C -3.54 -0.85 -1.58
C 1.29 0.34 0.95
C 1.64 1.50 0.27
O 0.88 2.62 0.19
C -0.35 2.66 0.87
H 4.36 3.87 -2.15
H 4.46 2.13 -2.54
H 5.21 2.76 -1.05
H 4.67 0.48 -0.88
H 4.03 -1.53 0.33
H 0.98 -1.83 2.43
H 2.60 -2.49 2.16
H 0.93 -3.99 1.13
H 1.91 -3.22 -0.13
H -0.05 -1.53 -0.13
H -2.56 -3.21 -1.73
H -1.82 -1.37 1.30
H -2.90 0.78 1.85
H -4.81 0.84 -1.96
H -3.74 -1.32 -2.53
H 0.36 0.30 1.49
H -0.76 3.65 0.69
H -1.04 1.91 0.47
H -0.22 2.51 1.94
*
```